This record from the OMol25 dataset describes C18H26N2O4S in the gas phase at a distorted geometry. The level of theory is wB97M-V/def2-TZVPD.

Its LUMO energy is 0.563 eV. The SMILES is COc1ccc(S(=O)(=O)N(C)CC(=O)NCCC2=CCCCC2)cc1. The calculation puts the HOMO-LUMO gap at 9.261 eV. The energy relative to the best compared isomer or geometry (same formula, charge and spin) comes out at 54.66 kcal per mole. Its total energy is -41093.0646 eV. The value obtained for the strongest force on any atom is 0.023 hartree/bohr.

Cartesian coordinates (Å):
C1 7.59944 1.10243 -0.31649
O1 6.33226 1.60068 0.05068
C2 5.24734 0.80847 -0.09858
C3 5.27476 -0.49767 -0.58572
C4 4.09463 -1.21435 -0.69443
C5 2.89880 -0.63697 -0.32155
S1 1.37428 -1.54517 -0.49038
O2 0.51120 -0.83867 -1.40227
O3 1.66242 -2.91984 -0.78793
N1 0.71593 -1.34944 1.04099
C6 1.44188 -2.08877 2.04643
C7 -0.73589 -1.42457 1.10930
C8 -1.35163 -0.02964 1.28930
O4 -2.15743 0.21401 2.16309
N2 -0.86514 0.86830 0.41309
C9 -1.49473 2.15236 0.21643
C10 -2.40196 2.12599 -1.02580
C11 -3.44271 1.05104 -0.87448
C12 -3.24156 -0.17470 -1.33965
C13 -4.19780 -1.31316 -1.15865
C14 -5.56027 -0.83726 -0.66329
C15 -5.37158 0.18429 0.45171
C16 -4.67788 1.42302 -0.10434
C17 2.85469 0.65978 0.16477
C18 4.02395 1.37847 0.27838
H1 7.87522 0.22881 0.28161
H2 7.63623 0.84575 -1.37925
H3 8.30021 1.91111 -0.11672
H4 6.20110 -0.96229 -0.88224
H5 4.08776 -2.22664 -1.06676
H6 1.27770 -3.16870 1.96258
H7 1.13636 -1.74453 3.03332
H8 2.50291 -1.88532 1.90922
H9 -1.12547 -1.84700 0.17719
H10 -1.05016 -2.05998 1.93946
H11 -0.34710 0.48985 -0.37457
H12 -2.08023 2.36221 1.11421
H13 -0.72183 2.91856 0.10121
H14 -1.78297 1.92766 -1.90316
H15 -2.87311 3.10389 -1.14053
H16 -2.32832 -0.41086 -1.87197
H17 -4.30429 -1.85750 -2.10122
H18 -3.76729 -2.01217 -0.43220
H19 -6.10572 -0.37156 -1.48750
H20 -6.14661 -1.68783 -0.30985
H21 -6.33496 0.45745 0.88705
H22 -4.74807 -0.24327 1.23893
H23 -4.40856 2.09366 0.71420
H24 -5.36014 1.97000 -0.76516
H25 1.90636 1.08153 0.45631
H26 4.02799 2.38856 0.65526

Cartesian forces, eV/Å:
0.23 -0.09 -0.06
-0.33 0.08 0.08
-0.20 -0.12 -0.01
0.23 0.19 0.00
-0.19 -0.12 0.00
-0.45 -0.50 -0.03
0.33 0.14 0.40
-0.15 0.11 -0.02
0.18 0.04 0.15
0.51 -0.06 -1.05
0.27 -0.29 0.29
-0.53 0.20 -0.17
0.39 -0.39 0.00
-0.38 -0.02 0.23
0.19 0.35 -0.25
-0.10 0.16 0.04
0.04 -0.25 0.16
0.05 0.33 -0.21
-0.05 -0.17 -0.09
-0.18 0.02 -0.01
0.13 -0.12 0.18
-0.18 0.13 -0.16
-0.05 -0.25 0.17
0.15 0.18 0.02
0.09 -0.03 -0.05
-0.03 0.03 -0.03
-0.02 0.00 0.04
-0.02 -0.09 -0.03
0.09 -0.02 -0.02
0.08 -0.13 -0.04
0.01 0.04 0.06
0.03 0.03 -0.02
0.07 -0.07 0.21
-0.18 -0.03 0.12
0.09 0.10 -0.08
-0.12 0.07 0.14
0.11 0.07 -0.07
-0.11 0.01 0.07
-0.01 0.07 -0.06
0.02 0.06 -0.07
0.18 0.10 -0.08
0.04 -0.06 0.05
-0.03 -0.12 -0.03
-0.06 -0.01 -0.05
-0.05 0.01 -0.06
0.02 -0.02 0.06
0.00 -0.01 0.09
0.00 0.09 0.00
0.01 0.09 0.04
-0.11 0.15 0.10
-0.03 0.12 0.05